No. 1
Formula: C19H17F2N3O5S
Source: OMol25
Level of theory: ωB97M-V with the def2-TZVPD basis set

As for the frontier orbital gap: 8.82 eV. Its structure (SMILES) is COCCNC(=O)c1c[nH]c2ccc(S(=O)(=O)Nc3ccc(F)cc3F)cc2c1=O. Its energy above the lowest of the compared OMol25 structures with the same formula, charge and spin is 1.40 kcal/mol. The highest occupied orbital energy is -9.1 eV. As for the total energy: -1872.64191 hartree. Its total charge is 0.

Element x y z (Å)
C: 5.01 0.48 -1.87
O: 4.91 -0.18 -0.64
C: 5.02 -1.58 -0.71
C: 3.80 -2.27 -1.35
N: 2.58 -1.91 -0.68
C: 1.87 -2.79 0.04
O: 2.13 -3.98 0.12
C: 0.67 -2.22 0.73
C: -0.11 -3.11 1.40
N: -1.24 -2.77 2.06
C: -1.67 -1.48 2.11
C: -2.86 -1.14 2.76
C: -3.31 0.16 2.75
C: -2.54 1.14 2.13
S: -3.18 2.78 1.95
O: -2.11 3.73 1.85
O: -4.23 3.04 2.89
N: -3.94 2.65 0.42
C: -3.04 2.38 -0.63
C: -2.33 3.39 -1.29
C: -1.41 3.08 -2.27
C: -1.18 1.75 -2.59
F: -0.28 1.45 -3.53
C: -1.87 0.73 -1.97
C: -2.79 1.06 -0.99
F: -3.48 0.06 -0.40
C: -1.35 0.84 1.52
C: -0.90 -0.48 1.47
C: 0.31 -0.81 0.70
O: 0.91 0.06 0.08
H: 4.13 0.32 -2.50
H: 5.91 0.17 -2.42
H: 5.08 1.54 -1.64
H: 5.93 -1.88 -1.25
H: 5.10 -1.91 0.33
H: 3.73 -1.99 -2.41
H: 3.92 -3.35 -1.28
H: 2.34 -0.93 -0.61
H: 0.18 -4.15 1.40
H: -1.79 -3.48 2.52
H: -3.44 -1.91 3.25
H: -4.24 0.45 3.21
H: -4.47 3.50 0.28
H: -2.51 4.41 -1.01
H: -0.85 3.85 -2.77
H: -1.69 -0.30 -2.23
H: -0.75 1.61 1.06

Atom charges from the Löwdin analysis, given in e for atoms 1 to 2:
1. C -0.1109
2. O -0.1888

No. 2
Formula: C19H17F5N2O2S2Ti
Source: OMol25
Level of theory: ωB97M-V with the def2-TZVPD basis set

As for the frontier orbital gap (spin up / spin down): 6.99 / 6.94 eV. Its multiplicity is 2. The highest occupied orbital energy (spin up / spin down) is -11.0 / -11.0 eV. As for the total energy: -3139.22388 hartree. Its total charge is +1.

Element x y z (Å)
Ti: 1.13 -0.55 -0.18
C: 4.20 0.99 -0.30
C: 3.30 0.21 0.61
C: 2.40 0.87 1.47
C: 1.53 0.16 2.30
C: 1.54 -1.24 2.27
C: 2.42 -1.91 1.42
C: 3.29 -1.19 0.59
H: 5.02 1.42 0.29
H: 3.67 1.81 -0.78
H: 4.64 0.37 -1.08
H: 2.37 1.95 1.47
H: 0.86 0.69 2.96
H: 0.87 -1.80 2.91
H: 2.44 -2.99 1.41
H: 3.99 -1.72 -0.04
O: -3.21 1.68 1.75
C: -2.50 2.69 1.21
C: -2.94 3.99 1.50
C: -2.27 5.07 0.97
C: -1.16 4.91 0.14
C: -0.73 3.63 -0.14
C: -1.38 2.51 0.39
C: -0.85 1.18 0.08
O: 0.36 1.13 -0.49
N: -1.50 0.11 0.41
N: -0.83 -1.12 0.10
C: -1.70 -2.00 -0.31
S: -3.37 -1.63 -0.46
C: -3.82 -3.23 -1.16
C: -2.92 -4.29 -0.54
S: -1.23 -3.64 -0.62
H: -2.85 0.84 1.41
H: -3.80 4.11 2.14
H: -2.63 6.07 1.20
H: -0.66 5.76 -0.29
H: 0.13 3.47 -0.78
H: -3.69 -3.19 -2.24
H: -4.87 -3.41 -0.93
H: -2.93 -5.22 -1.09
H: -3.18 -4.48 0.50
F: -0.10 -0.97 -2.89
C: 1.12 -0.87 -2.29
F: 1.84 0.08 -2.96
C: 1.83 -2.22 -2.51
F: 1.42 -2.97 -3.51
F: 1.58 -2.92 -1.33
F: 3.16 -2.10 -2.59

Atom charges from the Löwdin analysis, given in e for atoms 1 to 2:
1. Ti 1.0468
2. C 0.0056

No. 3
Formula: C19H17F6NO2
Source: OMol25
Level of theory: ωB97M-V with the def2-TZVPD basis set

As for the frontier orbital gap: 8.63 eV. Its structure (SMILES) is C[C@@]1(c2cccc(OC(F)(F)F)c2)CN(C[C@@H](O)C(F)(F)F)c2ccccc21. The highest occupied orbital energy is -8.0 eV. As for the total energy: -1538.67187 hartree. Its total charge is 0.

Element x y z (Å)
C: -2.27 0.36 -2.35
C: -1.18 0.10 -1.31
C: -1.09 -1.37 -0.92
C: -1.47 -2.44 -1.78
C: -1.30 -3.76 -1.43
C: -0.66 -4.09 -0.25
C: -0.26 -3.08 0.65
O: 0.34 -3.40 1.85
C: -0.44 -3.34 3.07
F: -1.28 -4.36 3.12
F: 0.42 -3.48 4.10
F: -1.13 -2.17 3.26
C: -0.49 -1.73 0.34
C: 0.22 0.59 -1.84
N: 0.78 1.41 -0.71
C: 2.02 2.19 -0.88
C: 3.07 1.64 0.08
O: 3.04 0.20 0.03
C: 4.41 2.32 -0.18
F: 5.35 1.87 0.70
F: 4.89 2.01 -1.44
F: 4.33 3.68 -0.11
C: -0.22 1.75 0.22
C: -0.21 2.58 1.35
C: -1.36 2.72 2.13
C: -2.48 1.92 1.85
C: -2.52 1.08 0.73
C: -1.36 0.98 -0.08
H: -2.41 1.42 -2.42
H: -3.20 -0.13 -2.04
H: -2.00 0.03 -3.38
H: -1.97 -2.15 -2.71
H: -1.61 -4.57 -2.07
H: -0.46 -5.12 -0.03
H: -0.16 -1.00 1.03
H: 0.12 1.26 -2.70
H: 0.86 -0.24 -2.09
H: 2.39 2.16 -1.93
H: 1.85 3.25 -0.68
H: 2.76 1.91 1.10
H: 2.12 -0.11 0.13
H: 0.66 3.12 1.69
H: -1.37 3.42 2.96
H: -3.33 2.03 2.48
H: -3.42 0.53 0.49

Atom charges from the Löwdin analysis, given in e for atoms 1 to 2:
1. C -0.0374
2. C -0.3722

No. 4
Formula: C19H17FNReSSbSe4
Source: OMol25
Level of theory: ωB97M-V with the def2-TZVPD basis set

As for the frontier orbital gap: 5.57 eV. Its energy above the lowest of the compared OMol25 structures with the same formula, charge and spin is 4.21 kcal/mol. The highest occupied orbital energy is -17.3 eV. As for the total energy: -11210.21105 hartree. Its total charge is +3.

Element x y z (Å)
Re: -0.29 -0.37 -2.73
Se: -2.30 -0.28 -7.54
Sb: -3.57 -0.35 -5.66
Se: -1.10 -2.22 -3.57
Se: -1.46 1.32 -3.53
Se: -5.34 -0.59 -4.25
F: 3.91 -0.85 1.17
C: 3.31 -0.68 0.03
C: 3.10 0.62 -0.43
C: 2.44 0.79 -1.61
C: 1.99 -0.34 -2.37
C: 1.54 -0.16 -3.76
C: 2.28 -1.65 -1.88
C: 2.91 -1.83 -0.68
H: 3.48 1.45 0.15
H: 2.28 1.79 -2.01
H: 1.74 -0.96 -4.45
H: 1.67 0.82 -4.20
H: 2.02 -2.51 -2.48
H: 3.15 -2.80 -0.28
N: -0.66 -0.39 -0.77
S: -0.06 0.56 0.45
C: -1.43 1.47 1.08
C: -1.44 2.83 0.81
C: -2.49 3.60 1.32
C: -3.49 2.99 2.07
C: -3.46 1.62 2.32
C: -2.42 0.84 1.84
C: 0.36 -0.56 1.77
C: 0.45 -1.93 1.56
C: 0.87 -2.73 2.61
C: 1.20 -2.17 3.83
C: 1.10 -0.80 4.03
C: 0.68 0.02 2.99
H: -1.54 -0.81 -0.50
H: -0.64 3.30 0.25
H: -2.51 4.66 1.14
H: -4.29 3.59 2.47
H: -4.23 1.17 2.93
H: -2.36 -0.21 2.08
H: 0.20 -2.36 0.60
H: 0.93 -3.81 2.47
H: 1.53 -2.81 4.64
H: 1.36 -0.36 4.98
H: 0.59 1.09 3.15

Atom charges from the Löwdin analysis, given in e for atoms 1 to 2:
1. Re 0.5617
2. Se 0.3029

No. 5
Formula: C19H17FO3
Source: OMol25
Level of theory: ωB97M-V with the def2-TZVPD basis set

As for the frontier orbital gap: 9.23 eV. Its structure (SMILES) is C[C@@]1([C@H](c2ccccc2)c2ccc(F)cc2)C(=O)CCOC1=O. The highest occupied orbital energy is -9.1 eV. As for the total energy: -1059.76154 hartree. Its total charge is 0.

Element x y z (Å)
C: 0.69 -2.57 -0.45
C: -0.10 -1.26 -0.65
C: 0.86 0.07 0.00
C: 1.16 -0.31 1.39
C: 2.39 -0.86 1.88
C: 2.45 -1.47 3.14
C: 1.35 -1.49 4.00
C: 0.17 -0.82 3.59
C: 0.09 -0.23 2.32
C: 0.46 1.47 -0.25
C: 0.74 2.02 -1.52
C: 0.26 3.23 -1.97
C: -0.54 3.99 -1.12
F: -1.18 5.14 -1.57
C: -0.78 3.58 0.19
C: -0.22 2.39 0.65
C: -0.17 -0.97 -2.17
O: 0.82 -1.09 -2.94
C: -1.49 -0.34 -2.73
C: -2.73 -0.97 -2.16
O: -2.67 -1.12 -0.72
C: -1.53 -1.50 -0.04
O: -1.68 -2.01 1.03
H: 0.59 -2.93 0.59
H: 0.44 -3.44 -1.13
H: 1.77 -2.35 -0.63
H: 1.69 -0.18 -0.68
H: 3.28 -0.81 1.26
H: 3.39 -1.98 3.47
H: 1.40 -1.96 4.98
H: -0.70 -0.78 4.26
H: -0.81 0.27 2.04
H: 1.39 1.48 -2.22
H: 0.39 3.59 -3.02
H: -1.46 4.15 0.83
H: -0.28 2.14 1.69
H: -1.43 0.71 -2.51
H: -1.48 -0.48 -3.81
H: -3.61 -0.35 -2.37
H: -2.91 -1.96 -2.64

Atom charges from the Löwdin analysis, given in e for atoms 1 to 2:
1. C -0.0240
2. C -0.1866

No. 6
Formula: C19H17N3O2
Source: OMol25
Level of theory: ωB97M-V with the def2-TZVPD basis set

As for the frontier orbital gap: 8.36 eV. Its structure (SMILES) is C[C@H](Oc1ccc2ccccc2c1)C(=O)N/N=C/c1cccnc1. Its energy above the lowest of the compared OMol25 structures with the same formula, charge and spin is 57.08 kcal/mol. The highest occupied orbital energy is -8.3 eV. As for the total energy: -1048.95877 hartree. Its total charge is 0.

Element x y z (Å)
C: -1.93 0.23 -3.70
C: -1.51 -0.89 -2.76
O: -2.34 -1.02 -1.62
C: -2.39 0.00 -0.69
C: -3.45 -0.12 0.23
C: -3.61 0.79 1.23
C: -2.72 1.88 1.36
C: -2.86 2.85 2.37
C: -1.98 3.89 2.47
C: -0.92 4.01 1.55
C: -0.76 3.09 0.56
C: -1.66 2.00 0.43
C: -1.51 1.04 -0.59
C: -0.01 -0.81 -2.42
O: 0.80 -0.24 -3.11
N: 0.29 -1.49 -1.27
N: 1.54 -1.55 -0.79
C: 1.77 -2.17 0.29
C: 3.11 -2.26 0.83
C: 4.20 -1.67 0.18
C: 5.45 -1.80 0.75
C: 5.58 -2.51 1.94
N: 4.55 -3.06 2.56
C: 3.35 -2.95 2.02
H: -1.21 0.31 -4.51
H: -2.91 0.01 -4.12
H: -1.98 1.18 -3.18
H: -1.64 -1.86 -3.27
H: -4.12 -0.96 0.12
H: -4.42 0.69 1.94
H: -3.68 2.75 3.08
H: -2.09 4.63 3.25
H: -0.23 4.84 1.64
H: 0.05 3.17 -0.15
H: -0.68 1.16 -1.27
H: -0.47 -1.94 -0.76
H: 0.96 -2.66 0.86
H: 4.03 -1.14 -0.74
H: 6.32 -1.36 0.28
H: 6.54 -2.63 2.42
H: 2.55 -3.42 2.57

Atom charges from the Löwdin analysis, given in e for atoms 1 to 2:
1. C -0.0101
2. C -0.2788

No. 7
Formula: C19H17N3O4S
Source: OMol25
Level of theory: ωB97M-V with the def2-TZVPD basis set

As for the frontier orbital gap: 8.54 eV. Its structure (SMILES) is O=C1C[C@@H](S/C(=N/Cc2ccc3c(c2)OCO3)Nc2ccccc2)C(=O)N1. Its energy above the lowest of the compared OMol25 structures with the same formula, charge and spin is 9.09 kcal/mol. The highest occupied orbital energy is -8.0 eV. As for the total energy: -1597.67144 hartree. Its total charge is 0.

Element x y z (Å)
O: -1.73 -3.83 -1.94
C: -1.44 -3.43 -0.85
C: -0.33 -3.92 0.06
C: -0.50 -3.13 1.35
S: 1.02 -2.38 2.00
C: 1.22 -1.03 0.86
N: 0.48 -1.05 -0.16
C: 0.30 0.02 -1.11
C: -1.06 0.62 -0.87
C: -2.14 0.29 -1.68
C: -3.42 0.77 -1.43
C: -3.58 1.59 -0.34
C: -2.50 1.94 0.47
C: -1.23 1.47 0.23
O: -2.92 2.78 1.46
C: -4.32 2.91 1.28
O: -4.71 2.20 0.13
N: 2.16 -0.13 1.30
C: 3.08 0.58 0.53
C: 3.45 0.17 -0.75
C: 4.37 0.90 -1.47
C: 4.95 2.04 -0.93
C: 4.61 2.43 0.35
C: 3.68 1.71 1.08
C: -1.53 -2.06 1.03
O: -1.89 -1.15 1.72
N: -2.08 -2.41 -0.18
H: -0.39 -5.00 0.20
H: 0.62 -3.70 -0.42
H: -0.86 -3.74 2.18
H: 0.35 -0.43 -2.10
H: 1.06 0.80 -1.03
H: -1.98 -0.37 -2.52
H: -4.26 0.51 -2.06
H: -0.41 1.73 0.87
H: -4.57 3.98 1.16
H: -4.84 2.51 2.16
H: 2.33 -0.14 2.29
H: 3.02 -0.73 -1.17
H: 4.65 0.57 -2.46
H: 5.67 2.60 -1.50
H: 5.06 3.31 0.79
H: 3.41 2.02 2.08
H: -2.78 -1.83 -0.63

Atom charges from the Löwdin analysis, given in e for atoms 1 to 2:
1. O 0.0986
2. C -0.4577

No. 8
Formula: C19H17N3O4S2
Source: OMol25
Level of theory: ωB97M-V with the def2-TZVPD basis set

As for the frontier orbital gap: 8.17 eV. Its structure (SMILES) is COc1ccc(NS(=O)(=O)c2cccc(C(=O)N/N=C/c3cccs3)c2)cc1. Its energy above the lowest of the compared OMol25 structures with the same formula, charge and spin is 0.00 kcal/mol. The highest occupied orbital energy is -8.3 eV. As for the total energy: -1995.79355 hartree. Its total charge is 0.

Element x y z (Å)
C: -4.12 -0.12 -2.36
O: -3.92 1.14 -1.77
C: -2.66 1.49 -1.39
C: -2.52 2.77 -0.86
C: -1.28 3.22 -0.44
C: -0.16 2.41 -0.55
N: 1.11 2.85 -0.14
S: 1.89 2.00 1.10
O: 0.92 1.37 1.95
O: 2.82 2.93 1.66
C: 2.76 0.73 0.19
C: 3.77 1.08 -0.69
C: 4.39 0.08 -1.42
C: 3.96 -1.23 -1.31
C: 2.92 -1.57 -0.44
C: 2.49 -3.00 -0.42
O: 3.22 -3.91 -0.75
N: 1.19 -3.27 -0.06
N: 0.27 -2.37 0.28
C: -0.93 -2.73 0.51
C: -1.91 -1.78 0.92
C: -1.75 -0.49 1.37
C: -2.97 0.14 1.67
C: -4.05 -0.66 1.45
S: -3.60 -2.22 0.88
C: 2.34 -0.58 0.34
C: -0.30 1.14 -1.09
C: -1.54 0.68 -1.51
H: -3.55 -0.22 -3.28
H: -3.86 -0.93 -1.67
H: -5.19 -0.17 -2.58
H: -3.39 3.40 -0.78
H: -1.18 4.22 -0.03
H: 1.15 3.84 0.07
H: 4.07 2.11 -0.77
H: 5.20 0.32 -2.10
H: 4.42 -2.02 -1.89
H: 0.94 -4.26 -0.12
H: -1.26 -3.77 0.39
H: -0.79 -0.02 1.50
H: -3.04 1.15 2.02
H: -5.09 -0.43 1.58
H: 1.56 -0.79 1.05
H: 0.56 0.50 -1.18
H: -1.61 -0.31 -1.92

Atom charges from the Löwdin analysis, given in e for atoms 1 to 2:
1. C -0.0850
2. O -0.0848

Please write out number 5 again, unchanged.
Formula: C19H17FO3
Source: OMol25
Level of theory: ωB97M-V with the def2-TZVPD basis set

As for the frontier orbital gap: 9.23 eV. Its structure (SMILES) is C[C@@]1([C@H](c2ccccc2)c2ccc(F)cc2)C(=O)CCOC1=O. The highest occupied orbital energy is -9.1 eV. As for the total energy: -1059.76154 hartree. Its total charge is 0.

Element x y z (Å)
C: 0.69 -2.57 -0.45
C: -0.10 -1.26 -0.65
C: 0.86 0.07 0.00
C: 1.16 -0.31 1.39
C: 2.39 -0.86 1.88
C: 2.45 -1.47 3.14
C: 1.35 -1.49 4.00
C: 0.17 -0.82 3.59
C: 0.09 -0.23 2.32
C: 0.46 1.47 -0.25
C: 0.74 2.02 -1.52
C: 0.26 3.23 -1.97
C: -0.54 3.99 -1.12
F: -1.18 5.14 -1.57
C: -0.78 3.58 0.19
C: -0.22 2.39 0.65
C: -0.17 -0.97 -2.17
O: 0.82 -1.09 -2.94
C: -1.49 -0.34 -2.73
C: -2.73 -0.97 -2.16
O: -2.67 -1.12 -0.72
C: -1.53 -1.50 -0.04
O: -1.68 -2.01 1.03
H: 0.59 -2.93 0.59
H: 0.44 -3.44 -1.13
H: 1.77 -2.35 -0.63
H: 1.69 -0.18 -0.68
H: 3.28 -0.81 1.26
H: 3.39 -1.98 3.47
H: 1.40 -1.96 4.98
H: -0.70 -0.78 4.26
H: -0.81 0.27 2.04
H: 1.39 1.48 -2.22
H: 0.39 3.59 -3.02
H: -1.46 4.15 0.83
H: -0.28 2.14 1.69
H: -1.43 0.71 -2.51
H: -1.48 -0.48 -3.81
H: -3.61 -0.35 -2.37
H: -2.91 -1.96 -2.64

Atom charges from the Löwdin analysis, given in e for atoms 1 to 2:
1. C -0.0240
2. C -0.1866

Question: Which value of total charge does entry 4 give?
Answer: +3